1.
{"formula": "C17H15F3N4O3S", "method": "ωB97M-V/def2-TZVPD", "charge": 0, "orbital_gap_ev": 8.94, "species": ["H", "C", "C", "C", "O", "C", "H", "H", "C", "C", "H", "H", "N", "H", "C", "O", "C", "H", "N", "H", "H", "F", "N", "C", "C", "S", "H", "H", "C", "C", "F", "C", "C", "F", "C", "C", "H", "O", "H", "N", "H", "H", "C"], "positions_angstrom": [[1.72453, -1.95559, -1.85176], [-0.80526, 1.76260, -1.51652], [1.56064, -1.52171, -0.86698], [1.50219, -1.58609, 4.15096], [0.17245, 2.59002, 1.91269], [0.15572, 1.57811, -2.49091], [-3.23878, -1.77397, 0.38109], [-2.68493, 2.98549, -1.53831], [1.52199, 1.14935, 4.17990], [-3.04122, -0.51441, -1.34566], [-3.57689, 0.44577, -1.54166], [-1.03542, -1.37045, -0.99536], [-1.52553, 2.97921, -3.41130], [-3.49763, -0.14310, 0.67030], [1.24557, 0.64318, -2.25491], [1.84111, 0.25236, -3.30592], [1.71958, -1.64713, 6.66759], [3.54942, -0.51631, -0.85959], [-0.33362, 2.27728, -3.60969], [-1.66859, 1.21216, 0.38593], [2.81279, -0.58263, 0.71783], [2.59782, -2.61246, 6.49352], [0.37069, 0.50148, 0.16227], [-1.81914, 2.59091, -2.10975], [1.57514, -0.83832, 5.41538], [1.00911, 1.52562, 1.46587], [0.96653, -2.02846, -0.17690], [1.59245, 2.24350, 4.09697], [1.32794, 0.49592, 2.94341], [-0.96339, 0.82859, -0.38294], [1.95615, -1.01244, 7.82179], [1.50749, 0.56169, 5.39314], [2.65248, -0.60497, -0.36565], [0.47935, -2.26690, 6.86050], [1.37710, -0.01540, -0.81710], [-2.92635, -0.81954, 0.10423], [-3.30250, -1.32031, -1.93437], [2.26649, 2.17768, 1.11695], [1.54421, 1.21778, 6.23148], [1.37813, -0.89897, 3.00818], [1.61681, -2.66310, 4.07786], [0.21269, 2.47645, -4.40332], [-1.68814, -0.48894, -0.76345]], "forces_ev_per_angstrom": [[-0.211, 0.121, 0.210], [-1.508, 0.522, -1.740], [1.344, 1.094, -1.039], [0.455, 3.439, 0.966], [-2.727, -0.934, 0.263], [-2.225, 1.610, 0.502], [0.331, -1.798, 0.354], [0.536, -0.298, -0.942], [-0.854, 2.846, -3.671], [-0.699, 2.501, 0.243], [0.705, -0.907, -0.226], [-0.690, 1.094, 0.184], [1.945, -2.697, 3.416], [0.317, 1.401, 1.057], [1.377, -1.526, -3.534], [-0.698, 0.578, 3.681], [-2.549, -0.476, 0.198], [1.540, 0.472, -1.596], [-0.257, -0.170, 1.770], [1.135, 0.339, -0.169], [-0.244, -0.064, -0.365], [0.676, -0.425, 0.263], [1.688, 0.729, 1.985], [0.418, 0.837, -0.863], [0.033, -0.294, -1.369], [2.316, 1.530, -1.493], [-0.629, -0.893, 1.058], [-0.162, -0.418, 0.325], [0.372, -3.766, 2.887], [-0.653, -0.319, 0.730], [0.377, 0.207, -0.681], [0.721, -2.413, 0.183], [-1.722, -0.902, 2.371], [0.937, 0.201, 0.010], [-1.574, 1.652, -1.778], [0.350, 0.023, -1.169], [-0.384, -1.283, -1.551], [0.030, -2.420, -0.515], [0.103, -0.126, 0.821], [-0.612, 1.438, -1.197], [-0.134, 0.172, 0.151], [0.458, 0.222, -1.056], [0.369, -0.901, 1.330]]}

2.
{"formula": "C17H15N2O9P2Ru", "method": "ωB97M-V/def2-TZVPD", "multiplicity": 2, "charge": 0, "s2": 0.76, "orbital_gap_ev": [6.95, 6.83], "species": ["O", "C", "H", "C", "H", "C", "C", "O", "H", "C", "C", "O", "C", "P", "H", "C", "H", "C", "C", "C", "H", "H", "O", "H", "H", "N", "C", "Ru", "C", "H", "H", "H", "O", "O", "C", "C", "O", "O", "O", "C", "P", "H", "H", "C", "N", "H"], "positions_angstrom": [[-3.02960, -2.53967, -3.70153], [-0.51835, -1.24797, 1.86918], [2.54566, 0.50387, -4.38233], [0.82738, -1.33130, -3.95255], [3.94034, 3.33462, -1.49194], [-1.20313, -1.78512, 2.99236], [3.33905, 2.47097, -1.73943], [-1.53984, 0.25116, -0.74368], [1.39622, 2.31816, 2.63132], [2.57889, 1.85993, -0.75741], [2.55318, 0.87663, -3.36919], [-1.90845, -0.06219, -3.12529], [1.80223, 0.26667, -2.38267], [-2.74482, -2.82117, -2.13245], [-1.76207, -1.53838, 5.01640], [0.82559, 2.51342, 4.67308], [0.09579, 2.47988, 6.70511], [0.17732, 0.65982, 3.26760], [-1.21632, -1.12693, 4.17574], [0.11509, 1.96571, 5.75364], [2.56754, 2.22978, 0.25678], [1.35273, 3.45020, 4.79974], [-3.52194, -3.95900, -1.64978], [-1.72318, -2.72167, 2.84616], [0.39080, -0.53329, -4.54972], [0.95014, 0.09804, -0.14122], [0.85590, 1.88058, 3.45741], [-0.27384, -1.26462, -0.95956], [-0.55327, 0.78294, 5.59116], [-3.76390, -3.10025, -3.98205], [-1.10983, 0.34546, 6.41107], [-2.49837, -0.27382, -3.86294], [1.02927, -0.86072, -2.60225], [-3.81800, 1.02302, -1.76955], [0.17874, -0.03580, 2.00065], [3.32162, 1.98396, -3.03759], [-1.21555, -2.78168, -1.99987], [-3.22561, -1.43598, -1.43777], [-0.55136, -1.98401, 0.77823], [-0.53255, 0.10997, 4.35262], [-2.72434, 0.06442, -1.73449], [3.90897, 2.46695, -3.80649], [1.78241, -1.65746, -4.36016], [1.80058, 0.75639, -1.07507], [0.96478, 0.53000, 1.03095], [0.13409, -2.16152, -3.86222]], "forces_ev_per_angstrom": [[0.011, -0.078, -0.056], [0.068, -0.006, -0.019], [-0.002, -0.002, 0.002], [-0.024, 0.021, -0.029], [-0.002, 0.001, 0.000], [-0.011, -0.014, 0.036], [-0.001, 0.003, 0.014], [0.044, -0.251, -0.220], [-0.002, -0.001, -0.001], [0.004, -0.016, -0.033], [0.002, -0.022, -0.004], [-0.098, 0.108, -0.045], [0.022, 0.040, 0.056], [0.030, -0.005, 0.094], [0.000, -0.009, 0.000], [0.006, -0.001, -0.007], [0.000, -0.002, 0.001], [0.003, 0.013, 0.047], [-0.016, -0.029, -0.030], [-0.006, -0.002, 0.009], [-0.004, -0.003, 0.008], [-0.002, 0.001, 0.000], [0.029, -0.016, 0.021], [-0.002, 0.000, 0.004], [0.002, -0.003, 0.008], [-0.178, -0.136, -0.066], [-0.013, 0.005, 0.003], [1.082, -0.133, 0.209], [0.002, 0.001, -0.007], [0.001, 0.029, 0.022], [0.001, -0.001, 0.001], [0.045, -0.067, 0.046], [-0.235, 0.135, 0.050], [0.048, 0.099, 0.213], [0.025, 0.012, -0.088], [0.005, 0.002, -0.013], [-0.144, 0.310, 0.170], [-0.355, -0.008, -0.264], [-0.365, 0.052, -0.015], [0.038, 0.045, -0.008], [-0.080, -0.125, -0.148], [0.001, -0.002, -0.001], [0.002, -0.011, 0.011], [0.075, 0.045, -0.060], [-0.001, 0.008, 0.094], [-0.005, 0.010, -0.004]]}

Values of maximum force, in order: 4.77 1.11, all in eV/A.